(1)
The following is a quantum chemistry calculation of a 2-piece molecular cluster, C4H8ClFSi overall at a distorted geometry, from the OMol25 dataset.

Geometry as XYZ:
```
15
C4H8ClFSi, DFT ωB97M-V/def2-TZVPD
C -1.61281 -0.90192 2.68587
C -2.28005 -0.31872 1.75762
C -0.85100 -0.05726 -1.61898
C 1.49072 0.94533 0.19325
F 1.80434 1.18663 -2.60427
Si 0.96633 0.22325 -1.50326
Cl 1.85397 -1.57718 -1.66259
H -0.52623 -0.86829 2.67535
H -2.17667 -1.22305 3.54634
H -1.22370 -0.21031 -0.66235
H -1.38469 0.67467 -2.11441
H -1.01695 -0.92013 -2.26639
H 2.04737 0.16103 0.75238
H 2.27204 1.75600 0.00184
H 0.63734 1.12995 0.81960
```

## Properties
DFT total energy	-27394.6764	eV
maximum force	2.85	eV Å⁻¹
frontier orbital gap	10.06	eV
energy above the lowest of the compared OMol25 structures with the same formula, charge and spin	43.2	kcal per mole

=====

(2)
The following is a quantum chemistry calculation of C3H10NO as an isolated structure at a distorted geometry, from the OMol25 dataset.

Geometry as XYZ:
```
15
C3H10NO, DFT ωB97M-V/def2-TZVPD
C -2.43310 -0.16690 -0.81407
C -0.90002 -0.07162 -0.88102
C -0.39711 1.15497 -1.47984
N -0.32541 -1.19438 -0.52875
H -3.01804 -0.23571 -1.74281
H -2.82532 0.74328 -0.35595
H -2.86614 -0.99637 -0.28838
H 0.68318 0.92441 -1.71443
H -1.00762 2.07710 -1.62999
H 2.37401 0.71123 0.29089
H 0.61780 -1.25326 -0.90263
H 1.68402 0.74965 -0.06870
H 2.26289 -0.77321 3.92474
H 3.26317 -1.22381 2.89634
O 2.88769 -0.44539 3.29460
```

## Properties
multiplicity	2
DFT total energy	-6807.1775	eV
maximum force	2.96	eV Å⁻¹
⟨S²⟩	0.782
frontier orbital gap (spin up / spin down)	10.20 / 8.74	eV
energy above the lowest of the compared OMol25 structures with the same formula, charge and spin	36.2	kcal per mole